19
Properties=species:S:1:pos:R:3 method="wB97M-V/def2-TZVPD" charge=-1 orbital_gap_ev="2.97 / 8.42" fmax_ev_per_a=1.5 lumo_energy_ev="4.0 / 3.8" multiplicity=2 relative_energy_kcal_mol=7.7 homo_energy_ev="1.0588 / -4.6174" s2=0.750
C -0.00454 -1.61003 0.78492
C -1.27865 -1.30407 1.17318
N -1.70442 -0.29257 0.33929
C -0.73150 0.02633 -0.56403
C 0.41523 -0.70076 -0.24285
C 1.79299 -0.58882 -0.82085
C -0.95173 1.23133 -1.44294
H 0.51262 -2.52124 1.05466
H -2.02996 -1.92709 1.63661
H -2.45902 0.36284 0.50791
H 2.49452 -0.31425 -0.03339
H 2.08202 -1.48881 -1.37775
H 1.88108 0.24074 -1.53721
H -1.18038 2.10422 -0.80644
H -1.88239 1.13172 -2.00817
H -0.05050 1.39484 -2.02898
H 0.93333 2.13793 1.62289
H 0.82113 0.71520 1.64787
O 1.34020 1.40250 2.09529


13
Properties=species:S:1:pos:R:3 method="wB97M-V/def2-TZVPD" orbital_gap_ev=9.32 smiles="CP(N)/N=C/O" fmax_ev_per_a=2.5 lumo_energy_ev=0.8 multiplicity=1 relative_energy_kcal_mol=38.0 homo_energy_ev=-8.4882
C 1.36019 0.99187 -0.18435
P 0.32586 -0.44642 -0.83942
N 0.74831 -1.41487 0.52222
N -1.34226 -0.00128 -0.76514
C -2.11323 -0.51392 0.11717
O -3.43044 -0.51812 0.11950
H 2.24561 0.59220 0.38336
H 1.77321 1.39512 -1.12650
H 0.89241 1.86656 0.39242
H 0.60890 -2.39468 0.53374
H 0.37590 -0.90685 1.28331
H -1.85726 -1.02084 1.09703
H -3.69461 -0.48224 -0.82125


350
Properties=species:S:1:pos:R:3 method="wB97M-V/def2-TZVPD" orbital_gap_ev=8.04 fmax_ev_per_a=3.5 lumo_energy_ev=0.5 multiplicity=1 relative_energy_kcal_mol=34.4 homo_energy_ev=-7.5942
C 23.75999 14.04893 -24.60463
C 24.19085 14.15222 -26.16458
C 24.22817 12.83996 -26.91544
O 22.94311 12.24524 -26.87898
C 22.93273 10.91974 -27.45520
N 23.29513 15.07594 -26.81587
H 22.78969 13.59240 -24.40920
H 23.65494 15.00427 -24.09044
H 24.51644 13.38428 -24.18735
H 25.22033 14.49516 -26.06131
H 24.96643 12.22624 -26.39928
H 24.52263 12.80356 -27.96428
H 21.92557 10.51787 -27.56586
H 23.54124 10.37070 -26.73662
H 23.42599 10.81691 -28.42175
H 22.39689 14.62068 -26.89339
H 23.13504 15.81915 -26.15095
C 15.38559 12.74044 -29.75223
C 16.17379 11.43788 -29.69167
C 17.39532 11.30252 -30.65717
O 16.89724 11.39190 -32.03819
C 17.79546 11.07287 -33.08528
N 16.58690 11.25767 -28.29551
H 16.04456 13.50388 -29.33869
H 14.46650 12.68045 -29.16934
H 15.19552 13.02620 -30.78679
H 15.58829 10.53344 -29.85683
H 18.01228 10.41281 -30.53113
H 18.07211 12.13647 -30.47121
H 18.56599 11.83761 -33.18300
H 17.30324 10.97188 -34.05256
H 18.19370 10.08000 -32.87619
H 15.71495 11.21831 -27.78732
H 16.98189 12.15370 -28.04810
C 12.48492 11.69914 -25.42150
C 13.92670 11.47995 -25.82716
C 14.92538 10.91067 -24.70737
O 15.39612 12.00168 -23.90363
C 15.77624 11.60156 -22.60554
N 13.90134 10.62015 -27.01032
H 12.06269 10.74523 -25.10547
H 11.84336 12.27115 -26.09180
H 12.42912 12.24451 -24.47939
H 14.25418 12.48213 -26.10373
H 15.74631 10.31957 -25.11330
H 14.41320 10.14740 -24.12156
H 14.83295 11.55554 -22.06132
H 16.38475 12.36903 -22.12720
H 16.36431 10.68754 -22.52281
H 13.56121 9.71227 -26.72716
H 13.16534 11.00185 -27.58712
C 17.03091 5.95308 -31.08701
C 17.70752 5.48032 -29.88920
C 17.71905 6.47399 -28.72143
O 18.73977 7.48533 -28.96154
C 18.67639 8.49380 -27.93292
N 17.16784 4.15432 -29.62332
H 15.97054 5.71157 -31.16043
H 17.51544 5.62950 -32.00821
H 16.91883 7.03373 -31.17495
H 18.76587 5.38926 -30.13354
H 17.93441 6.00089 -27.76336
H 16.72661 6.92466 -28.72889
H 19.42883 9.26421 -28.10150
H 18.81164 8.04352 -26.94953
H 17.70586 8.95720 -27.75563
H 17.14051 3.61152 -30.47463
H 17.87903 3.69531 -29.07230
C 9.65317 9.83602 -22.23327
C 9.34338 11.28641 -21.69566
C 8.19588 12.03089 -22.32051
O 8.27638 12.20659 -23.71723
C 9.08860 13.32160 -24.19884
N 9.08485 11.02792 -20.24200
H 10.49349 9.30725 -21.78343
H 9.92380 10.01643 -23.27361
H 8.76871 9.22010 -22.39600
H 10.25416 11.88519 -21.68846
H 8.00800 12.98634 -21.83070
H 7.30188 11.49464 -22.00224
H 10.15644 13.12768 -24.09777
H 8.92260 14.22247 -23.60812
H 9.03557 13.42727 -25.28242
H 9.09077 11.78839 -19.57736
H 9.81273 10.45960 -19.83297
C 6.64044 21.12528 -28.03020
C 6.64215 20.10491 -26.86164
C 7.73295 20.35574 -25.88638
O 9.02091 20.41230 -26.55642
C 10.21000 20.40257 -25.81930
N 5.32488 20.33373 -26.23778
H 5.94124 20.88155 -28.83009
H 7.61207 21.35398 -28.46809
H 6.28119 22.07827 -27.64183
H 6.80446 19.11050 -27.27744
H 7.67952 19.62259 -25.08156
H 7.48764 21.32496 -25.45218
H 10.28780 21.22259 -25.10543
H 11.07688 20.41198 -26.48001
H 10.31817 19.47202 -25.26209
H 5.33682 21.22843 -25.76930
H 4.62715 20.40316 -26.96472
C 20.96113 10.57262 -31.04019
C 22.54460 10.57038 -31.26786
C 23.20734 9.26368 -31.07455
O 24.63041 9.42909 -30.84785
C 25.26878 8.13748 -30.61567
N 22.66029 10.98659 -32.66812
H 20.67108 11.50315 -30.55226
H 20.64090 9.73257 -30.42385
H 20.46400 10.49201 -32.00686
H 22.98033 11.28377 -30.56835
H 22.90033 8.60104 -31.88372
H 22.78485 8.82816 -30.16905
H 25.03439 7.78068 -29.61275
H 26.33371 8.29947 -30.44899
H 24.98073 7.40693 -31.37159
H 23.58602 10.74574 -32.99233
H 22.56264 11.99094 -32.62518
C 5.99774 15.83043 -26.28363
C 6.69725 16.37888 -25.07475
C 8.21232 16.76466 -25.35421
O 8.97509 15.78873 -26.09590
C 10.38449 16.10698 -26.29413
N 5.85456 17.50020 -24.58175
H 5.92796 16.56203 -27.08861
H 4.94512 15.58228 -26.14760
H 6.36868 14.85886 -26.61005
H 6.70946 15.51377 -24.41177
H 8.66825 16.89970 -24.37340
H 8.20405 17.67433 -25.95466
H 10.48536 17.08447 -26.76578
H 10.77861 15.38185 -27.00613
H 11.04084 16.14144 -25.42458
H 5.94191 18.20761 -25.29732
H 4.93930 17.11064 -24.75680
C 17.20204 18.48176 -24.20985
C 18.13610 17.49958 -23.47568
C 19.21871 18.16428 -22.56427
O 20.15668 18.99304 -23.35001
C 21.25730 19.48270 -22.58003
N 17.32475 16.60137 -22.70845
H 16.49029 17.90547 -24.80095
H 17.77827 19.17229 -24.82566
H 16.67020 19.15309 -23.53563
H 18.67992 16.89225 -24.19921
H 19.84613 17.44446 -22.03861
H 18.79311 18.81475 -21.80017
H 21.71457 20.36383 -23.03017
H 21.93069 18.65144 -22.37106
H 20.93018 19.77218 -21.58139
H 16.55711 16.29736 -23.29017
H 17.75172 15.69251 -22.60002
C 19.16397 14.99004 -31.55339
C 20.38563 15.89888 -31.48649
C 21.65406 15.40226 -32.20388
O 22.21103 14.15970 -31.69642
C 22.68258 14.33218 -30.40416
N 20.08960 17.24126 -31.92088
H 18.61879 15.11958 -32.48833
H 18.39253 15.18537 -30.80853
H 19.46434 13.94230 -31.54187
H 20.63164 16.08099 -30.44035
H 22.37415 16.20953 -32.07019
H 21.41136 15.40780 -33.26650
H 23.30758 15.21606 -30.27673
H 23.28793 13.50527 -30.03286
H 21.87087 14.39432 -29.67934
H 19.43261 17.61397 -31.25040
H 20.93312 17.79102 -31.84129
C 15.23167 16.05783 -32.08303
O 15.74607 17.14678 -31.26075
C 16.43291 18.12194 -32.00536
C 16.96751 19.13961 -31.02672
N 18.16357 18.80335 -30.28347
C 17.81487 17.92387 -29.16263
C 19.00702 17.51705 -28.24636
O 19.45139 18.70173 -27.55569
C 20.50803 18.53596 -26.65058
H 16.04025 15.61070 -32.66128
H 14.59500 16.39590 -32.90062
H 14.70651 15.30400 -31.49647
H 15.77984 18.66194 -32.69091
H 17.23062 17.70261 -32.61848
H 16.21017 19.54553 -30.35608
H 17.21116 20.07581 -31.52897
H 18.57456 19.61993 -29.85408
H 17.44185 16.96497 -29.52246
H 16.94974 18.30038 -28.61684
H 19.83903 17.25481 -28.89987
H 18.76153 16.64021 -27.64720
H 21.41135 18.30478 -27.21510
H 20.25546 17.71354 -25.98130
H 20.83148 19.40014 -26.07035
C 8.61184 17.54059 -17.89738
O 8.22977 16.23858 -18.40660
C 9.14032 15.33709 -17.87465
C 8.77003 13.87785 -18.38521
N 9.72219 12.81101 -18.01533
C 11.05257 13.06822 -18.57867
C 12.00614 11.91468 -18.22856
O 13.26110 12.15028 -18.87160
C 14.16384 11.12108 -18.70145
H 9.54352 18.00709 -18.21747
H 8.41590 17.45562 -16.82851
H 7.92660 18.24454 -18.36962
H 9.06320 15.33431 -16.78738
H 10.14246 15.61649 -18.19982
H 8.64991 13.87851 -19.46857
H 7.80599 13.64800 -17.93145
H 9.93775 12.98130 -17.04340
H 11.44467 13.94285 -18.05965
H 10.97665 13.26329 -19.64838
H 11.51209 10.98158 -18.49938
H 12.14547 11.75260 -17.15972
H 13.80979 10.25937 -19.26732
H 14.46172 10.97408 -17.66330
H 15.05575 11.39634 -19.26432
C 19.61798 13.34796 -27.69841
O 18.32719 14.01433 -27.48333
C 17.78789 13.97049 -26.22751
C 16.60046 14.89620 -26.13812
N 15.97311 14.76433 -24.79119
C 14.72965 15.45232 -24.62815
C 13.87941 14.97939 -23.41484
O 12.58147 15.61482 -23.49908
C 11.74338 15.24528 -22.37884
H 20.00883 13.65783 -28.66759
H 19.55194 12.25999 -27.68979
H 20.27912 13.77151 -26.94237
H 18.56312 14.25211 -25.51491
H 17.56064 12.93601 -25.96999
H 15.90074 14.54749 -26.89765
H 16.96886 15.89682 -26.36427
H 15.82288 13.78797 -24.58085
H 14.06330 15.09515 -25.41333
H 14.80773 16.53494 -24.72782
H 14.37375 15.24789 -22.48123
H 13.74612 13.89842 -23.45785
H 10.71044 15.55509 -22.53741
H 12.17430 15.58674 -21.43766
H 11.78037 14.17313 -22.18592
C 13.05669 17.31866 -28.52910
O 12.96380 18.32552 -27.51927
C 14.25673 18.66578 -27.03103
C 14.07191 19.66474 -25.86344
N 13.63660 19.03691 -24.61833
C 13.45569 20.04831 -23.52749
C 12.74283 19.23953 -22.46120
O 11.40700 19.47035 -22.85312
C 10.39111 18.79276 -22.10076
H 13.31266 16.31607 -28.18646
H 13.75945 17.53969 -29.33244
H 12.13425 17.17477 -29.09170
H 14.86688 19.09684 -27.82476
H 14.79537 17.76380 -26.74053
H 13.39398 20.47385 -26.13518
H 15.07712 20.02023 -25.63699
H 12.87562 18.37881 -24.70732
H 12.86610 20.93127 -23.77420
H 14.42909 20.40820 -23.19421
H 12.77949 19.70218 -21.47494
H 12.97403 18.17722 -22.38281
H 10.58580 18.86820 -21.03094
H 10.41489 17.73498 -22.36270
H 9.43135 19.13537 -22.48751
C 12.31253 10.78123 -29.88446
O 12.05165 11.90878 -29.02155
C 10.74046 12.40409 -29.16481
C 9.66392 11.56486 -28.33160
N 8.27742 11.72607 -28.70258
C 7.82140 13.12089 -28.59647
C 6.32386 13.20687 -28.84203
O 5.61319 12.82935 -27.61790
C 4.19636 13.03319 -27.67125
H 12.32410 11.07141 -30.93506
H 11.66989 9.90467 -29.80221
H 13.35521 10.50679 -29.72448
H 10.45181 12.61472 -30.19458
H 10.82899 13.41472 -28.76622
H 9.84042 11.71523 -27.26654
H 9.91830 10.52733 -28.54821
H 7.66105 11.14931 -28.14802
H 8.17984 13.69774 -29.44903
H 8.05560 13.56778 -27.63027
H 5.94854 12.72301 -29.74376
H 6.04006 14.23311 -29.07525
H 3.79123 12.25946 -28.32340
H 4.00916 14.06934 -27.95313
H 3.61133 12.89179 -26.76249
C 16.07026 15.66168 -17.32684
C 15.68467 15.66304 -18.81556
C 14.09356 15.58011 -18.74026
C 13.41115 16.84022 -18.34329
C 13.79136 17.98896 -19.34349
C 15.34507 18.16489 -19.48662
N 16.01348 16.88468 -19.63595
O 17.34430 17.02571 -20.01163
C 15.57417 18.96540 -20.78185
C 15.86718 18.99511 -18.26829
C 16.18696 14.40694 -19.63873
H 17.15356 15.74189 -17.23676
H 15.95828 14.70362 -16.81922
H 15.74216 16.56126 -16.80605
H 13.72816 15.27118 -19.71962
H 13.79134 14.77312 -18.07278
H 13.77285 17.13543 -17.35834
H 12.35339 16.58503 -18.27912
H 13.36163 18.86340 -18.85482
H 13.21392 17.85554 -20.25829
H 15.23504 20.00011 -20.73207
H 16.63453 19.07976 -21.00691
H 15.09823 18.55378 -21.67187
H 16.95182 18.91705 -18.34283
H 15.63617 20.01826 -18.56478
H 15.51116 18.60603 -17.31437
H 15.85589 13.47705 -19.17633
H 17.26582 14.30409 -19.75532
H 15.83571 14.49983 -20.66639
H 17.27525 17.08188 -20.96749
C 20.70250 10.70997 -19.95311
C 19.43685 11.02700 -20.80634
C 19.33256 12.59843 -20.96350
C 20.26790 13.15850 -22.03691
C 19.91497 12.43451 -23.30176
C 19.95426 10.84412 -23.28618
N 19.30481 10.36457 -22.08845
O 19.18333 8.98474 -21.99351
C 19.15175 10.44973 -24.55767
C 21.40945 10.42055 -23.40400
C 18.23551 10.78731 -19.89343
H 21.62199 11.08199 -20.40503
H 20.88501 9.63537 -19.94881
H 20.63844 11.02413 -18.91133
H 18.34574 13.04007 -21.10222
H 19.64584 13.03419 -20.01477
H 21.30564 13.04255 -21.72428
H 20.09102 14.19391 -22.32804
H 20.69571 12.75054 -23.99362
H 18.91211 12.71947 -23.61981
H 19.20301 9.37394 -24.72547
H 18.10932 10.71661 -24.38385
H 19.34195 11.01318 -25.47115
H 21.65753 10.48114 -24.46366
H 21.97630 11.04011 -22.70907
H 21.66433 9.39707 -23.12901
H 18.06657 9.71232 -19.83066
H 17.32614 11.17995 -20.34838
H 18.26817 11.21803 -18.89267
H 19.99094 8.68395 -21.57056


24
Properties=species:S:1:pos:R:3 method="wB97M-V/def2-TZVPD" charge=+1 orbital_gap_ev=11.78 fmax_ev_per_a=1.6 lumo_energy_ev=-2.7 multiplicity=1 relative_energy_kcal_mol=11.4 homo_energy_ev=-14.4596
O -1.17037 -1.46129 -1.99075
C -0.66743 -0.12337 -2.06825
C -0.46306 0.41944 -0.64728
N 0.31274 -0.64230 0.07514
C 0.44964 -0.44261 1.56546
C 0.28379 1.73707 -0.63091
H -2.11683 -1.44475 -2.17616
H -1.34708 0.53706 -2.60595
H 0.27682 -0.16351 -2.60632
H -1.42331 0.45376 -0.18455
H -0.13220 -1.53518 -0.06979
H 1.24590 -0.73124 -0.35380
H 0.04004 -1.31109 2.06071
H -0.19150 0.40024 1.82028
H 1.45408 -0.23273 1.89801
H -0.38976 2.56155 -0.82788
H 0.66947 1.91861 0.36244
H 1.06771 1.80668 -1.38185
H 3.11285 0.31839 -1.89376
H 3.48776 -1.10661 -1.43069
O 2.76516 -0.47526 -1.46092
H -2.45773 -0.88238 3.85844
H -2.71982 0.42230 4.62878
O -2.08686 -0.02278 4.05957


17
Properties=species:S:1:pos:R:3 method="wB97M-V/def2-TZVPD" orbital_gap_ev=8.97 fmax_ev_per_a=0.4 lumo_energy_ev=0.7 multiplicity=1 relative_energy_kcal_mol=112.4 homo_energy_ev=-8.2387
C -1.30188 -1.48394 0.20308
C -0.54937 -0.27406 -0.29057
C 0.81108 -0.52897 -0.89449
C 2.55954 1.07628 1.47818
O 1.81512 2.00320 0.93988
C -1.28830 0.93839 -0.65202
O -0.61992 0.85008 0.61083
H -1.52320 -2.16096 -0.62866
H -0.70402 -2.03126 0.93979
H -2.24134 -1.18289 0.67445
H 1.25338 0.38790 -1.29376
H 0.72926 -1.25856 -1.70618
H 1.49674 -0.93823 -0.14483
H 1.84628 0.24126 1.76529
H 0.85768 1.75737 0.88591
H -2.37511 0.95282 -0.58499
H -0.85046 1.64480 -1.35638


29
Properties=species:S:1:pos:R:3 method="wB97M-V/def2-TZVPD" charge=-1 orbital_gap_ev=7.59 fmax_ev_per_a=2.9 lumo_energy_ev=2.1 multiplicity=1 relative_energy_kcal_mol=22.9 homo_energy_ev=-5.5002
Sr -0.06969 0.03884 -0.04518
Cl -2.91081 -4.03482 5.65334
C -2.37583 -3.34632 4.16628
C -1.51088 -2.25672 4.16419
Cl -0.97816 -1.58026 5.65444
C -1.07626 -1.70997 2.96599
Cl 0.05584 -0.40378 2.95951
C -1.50766 -2.18992 1.70491
O -1.12956 -1.65817 0.60248
C -2.37881 -3.30887 1.75172
Cl -2.89939 -3.94650 0.23856
C -2.79666 -3.87474 2.94417
Cl -3.84344 -5.24170 2.92992
Cl 4.99120 0.00979 -5.62513
C 4.10150 -0.01489 -4.14880
C 2.71149 -0.07184 -4.16524
Cl 1.87095 -0.11078 -5.66632
C 1.99787 -0.09532 -2.97521
Cl 0.27442 -0.23697 -2.99355
C 2.62124 -0.02339 -1.70497
O 1.94843 -0.00438 -0.61534
C 4.03870 0.01621 -1.73307
Cl 4.84792 0.06439 -0.21285
C 4.75810 0.01727 -2.91692
Cl 6.47932 0.05980 -2.88302
Cl -3.62799 2.12573 -0.72270
Si -1.67338 2.39402 -0.02677
Cl -2.00433 3.25316 1.85569
Cl -1.04533 4.04890 -1.15196


Question: The highest multiplicity belongs to which entry?
Answer: C6H11NO